# 1
{"formula": "C5H6ClFN2", "method": "wB97M-V/def2-TZVPD", "symbols": ["N", "C", "F", "Cl", "C", "C", "C", "N", "C", "H", "H", "H", "H", "H", "H"], "coordinates": [[1.38, 1.14, 0.95], [1.47, 0.22, -0.05], [2.09, 0.65, -1.24], [2.52, -1.09, 0.48], [-0.02, -0.19, -0.45], [-1.24, 0.54, 0.08], [-2.29, -0.35, 0.13], [-1.89, -1.70, -0.10], [-0.62, -1.58, -0.34], [2.33, 1.35, 1.25], [1.03, 2.00, 0.58], [-0.08, 0.02, -1.46], [-1.44, 1.57, 0.13], [-3.24, -0.17, 0.45], [0.01, -2.42, -0.42]], "e_above_lowest_ev": 0.363, "e_lumo_ha": 0.021, "smiles": "N[C@@](F)(Cl)[C@@H]1C=CN=C1", "e_homo_ev": -9.26}



# 2
{"formula": "C4H7N3O5", "method": "wB97M-V/def2-TZVPD", "symbols": ["C", "C", "C", "O", "C", "O", "N", "N", "O", "N", "O", "O", "H", "H", "H", "H", "H", "H", "H"], "coordinates": [[-1.69, 1.66, 0.04], [-0.34, 1.24, -0.61], [0.66, 2.45, -0.58], [0.16, 0.16, 0.15], [0.23, -1.07, -0.28], [0.07, -1.45, -1.40], [0.62, -2.02, 0.74], [0.69, -1.60, 1.93], [0.86, -2.37, 2.83], [0.79, -3.49, 0.21], [-0.20, -4.01, -0.14], [1.92, -3.89, 0.17], [-2.29, 0.71, -0.04], [-1.46, 2.01, 1.04], [-2.24, 2.47, -0.55], [-0.48, 0.72, -1.53], [1.03, 2.78, 0.38], [0.21, 3.38, -0.95], [1.47, 2.33, -1.40]], "e_above_lowest_ev": 4.859, "e_lumo_ha": -0.015, "smiles": "CC(C)OC(=O)N(N=O)[N+](=O)[O-]", "e_homo_ev": -10.08}



# 3
{"formula": "C36H102N8O11", "method": "wB97M-V/def2-TZVPD", "symbols": ["C", "O", "C", "C", "C", "N", "H", "H", "H", "H", "H", "H", "H", "H", "H", "H", "H", "C", "O", "C", "C", "C", "N", "H", "H", "H", "H", "H", "H", "H", "H", "H", "H", "H", "C", "O", "C", "C", "C", "N", "H", "H", "H", "H", "H", "H", "H", "H", "H", "H", "H", "C", "O", "C", "C", "C", "N", "H", "H", "H", "H", "H", "H", "H", "H", "H", "H", "H", "C", "O", "C", "C", "C", "N", "H", "H", "H", "H", "H", "H", "H", "H", "H", "H", "H", "C", "O", "C", "C", "C", "N", "H", "H", "H", "H", "H", "H", "H", "H", "H", "H", "H", "C", "O", "C", "C", "C", "N", "H", "H", "H", "H", "H", "H", "H", "H", "H", "H", "H", "C", "O", "C", "C", "C", "N", "H", "H", "H", "H", "H", "H", "H", "H", "H", "H", "H", "C", "C", "O", "H", "H", "H", "H", "H", "H", "C", "C", "O", "H", "H", "H", "H", "H", "H", "O", "H", "H"], "coordinates": [[-1.02, -0.57, -3.40], [-2.36, -0.68, -2.87], [-3.37, -0.95, -3.83], [-4.77, -1.09, -3.16], [-4.78, -1.87, -1.85], [-5.69, -1.72, -4.04], [-0.76, -1.35, -4.12], [-0.26, -0.55, -2.66], [-0.89, 0.29, -4.04], [-3.36, -0.10, -4.51], [-3.13, -1.89, -4.33], [-5.10, -0.08, -2.91], [-3.89, -1.63, -1.26], [-4.95, -2.93, -2.14], [-5.65, -1.57, -1.22], [-5.58, -2.71, -4.08], [-5.89, -1.36, -4.97], [3.09, -1.75, -4.44], [2.38, -2.97, -4.63], [3.35, -3.96, -4.83], [2.71, -5.30, -4.64], [2.20, -5.50, -3.27], [3.72, -6.23, -5.07], [2.37, -0.93, -4.44], [3.86, -1.61, -5.20], [3.51, -1.70, -3.41], [3.67, -3.96, -5.82], [4.15, -3.86, -4.07], [1.83, -5.46, -5.25], [3.03, -5.54, -2.59], [1.63, -6.39, -3.24], [1.58, -4.61, -2.99], [3.91, -6.99, -4.45], [3.62, -6.69, -5.97], [-5.67, 2.51, -2.86], [-5.08, 2.02, -1.73], [-3.83, 2.60, -1.50], [-3.33, 2.25, -0.13], [-1.81, 2.49, -0.03], [-3.55, 0.81, 0.30], [-6.03, 3.53, -2.73], [-6.49, 1.82, -3.14], [-5.04, 2.39, -3.75], [-3.10, 2.21, -2.28], [-3.83, 3.73, -1.59], [-3.97, 2.78, 0.63], [-1.48, 3.45, -0.34], [-1.36, 1.67, -0.54], [-1.52, 2.37, 1.00], [-3.28, 0.30, -0.50], [-4.58, 0.66, 0.33], [-1.35, -3.96, -1.64], [-1.12, -4.32, -0.31], [-0.69, -5.67, -0.22], [-0.43, -5.93, 1.30], [-1.80, -5.97, 2.03], [0.47, -4.84, 1.73], [-0.51, -4.32, -2.24], [-1.36, -2.88, -1.61], [-2.31, -4.30, -2.04], [-1.48, -6.34, -0.55], [0.26, -5.87, -0.78], [0.08, -6.89, 1.40], [-2.30, -5.00, 2.10], [-1.70, -6.35, 3.04], [-2.43, -6.70, 1.48], [0.09, -4.06, 1.22], [0.37, -4.65, 2.70], [4.77, 2.45, 1.60], [3.80, 3.28, 2.25], [4.30, 4.09, 3.28], [3.22, 5.15, 3.70], [1.93, 4.48, 4.18], [2.87, 5.93, 2.50], [4.28, 1.93, 0.76], [5.14, 1.64, 2.24], [5.63, 3.05, 1.31], [4.57, 3.51, 4.19], [5.22, 4.60, 2.89], [3.61, 5.79, 4.44], [2.16, 3.71, 4.94], [1.45, 3.97, 3.38], [1.25, 5.24, 4.66], [2.34, 5.48, 1.78], [3.70, 6.28, 2.01], [-5.06, -3.88, 4.37], [-5.07, -2.57, 3.76], [-4.09, -2.51, 2.75], [-2.78, -1.85, 3.11], [-2.97, -0.48, 3.62], [-1.96, -1.64, 1.93], [-5.84, -3.87, 5.11], [-4.12, -4.14, 4.86], [-5.31, -4.61, 3.52], [-3.90, -3.49, 2.34], [-4.53, -2.05, 1.82], [-2.24, -2.48, 3.80], [-2.05, 0.06, 3.77], [-3.53, -0.41, 4.59], [-3.60, 0.03, 2.85], [-2.22, -0.79, 1.44], [-2.16, -2.44, 1.25], [1.54, 2.55, 0.12], [2.10, 1.19, 0.20], [1.39, 0.36, 1.19], [2.00, -1.05, 1.20], [1.73, -1.73, -0.17], [1.54, -1.81, 2.33], [1.22, 2.94, 1.09], [0.66, 2.67, -0.55], [2.30, 3.25, -0.28], [1.51, 0.76, 2.19], [0.30, 0.41, 0.88], [3.09, -0.90, 1.35], [0.64, -1.80, -0.31], [2.02, -2.76, -0.24], [2.15, -1.09, -1.00], [0.51, -2.00, 2.21], [2.01, -2.69, 2.39], [-0.42, 6.56, 1.14], [-0.22, 6.11, -0.20], [1.08, 6.65, -0.58], [1.33, 6.38, -2.06], [1.23, 4.85, -2.44], [2.53, 7.02, -2.50], [0.17, 5.99, 1.85], [-1.50, 6.46, 1.35], [-0.13, 7.59, 1.19], [1.13, 7.74, -0.44], [1.95, 6.25, 0.05], [0.53, 6.88, -2.57], [0.30, 4.45, -2.04], [2.03, 4.25, -1.96], [1.29, 4.68, -3.58], [2.66, 6.86, -3.52], [3.32, 6.57, -2.08], [0.62, 0.47, 6.69], [0.91, 0.01, 5.30], [1.13, -1.37, 5.10], [1.31, 0.12, 7.46], [-0.36, 0.06, 6.95], [0.52, 1.56, 6.69], [1.78, 0.49, 4.85], [-0.06, 0.23, 4.76], [1.41, -1.46, 4.15], [5.21, 2.33, -3.44], [3.95, 2.20, -2.55], [4.14, 0.98, -1.86], [5.16, 3.08, -4.23], [5.18, 1.34, -3.98], [6.08, 2.37, -2.82], [3.03, 2.26, -3.21], [4.02, 3.05, -1.88], [3.63, 0.99, -1.05], [-0.02, -3.96, 4.67], [0.64, -4.09, 5.36], [-0.07, -3.00, 4.72]], "e_lumo_ha": 0.022, "smiles": "COC[C@H](C)N.COC[C@H](C)N.COC[C@H](C)N.COC[C@H](C)N.COC[C@H](C)N.COC[C@H](C)N.COC[C@H](C)N.COC[C@H](C)N.CCO.CCO.O", "e_homo_ev": -8.82}



# 4
{"formula": "C5H9NO2", "method": "wB97M-V/def2-TZVPD", "symbols": ["C", "O", "C", "C", "N", "C", "C", "O", "H", "H", "H", "H", "H", "H", "H", "H", "H"], "coordinates": [[1.41, -0.22, -0.76], [1.41, -0.61, 0.79], [0.20, 0.17, 1.36], [-1.01, -0.63, 1.15], [-1.09, -1.02, -0.26], [-0.14, -0.18, -1.06], [-0.60, 1.18, -0.64], [0.34, 1.56, 0.58], [2.25, -0.97, -1.47], [1.80, 0.95, -0.87], [0.73, 0.44, 2.26], [-1.89, -0.18, 1.68], [-0.91, -1.59, 1.52], [-0.42, -1.88, -0.19], [-0.19, -0.38, -2.25], [-1.57, 1.20, -0.59], [-0.32, 2.17, -1.24]], "e_above_lowest_ev": 6.387, "e_lumo_ha": 0.031, "smiles": "C1O[C@H]2CN[C@@H]1CO2", "e_homo_ev": -9.54}



# 5
{"formula": "C4H3O4", "method": "wB97M-V/def2-TZVPD", "symbols": ["C", "C", "C", "C", "O", "O", "O", "O", "H", "H", "H"], "coordinates": [[-0.49, 0.22, -0.96], [1.11, -1.40, 0.00], [1.54, 0.90, 0.19], [-1.73, 0.09, -0.11], [1.46, -2.55, 0.07], [2.18, 1.83, 0.62], [0.36, 1.17, -0.27], [2.07, -0.36, 0.28], [-1.72, 0.40, 1.07], [-2.16, -0.95, -0.23], [-2.63, 0.65, -0.66]], "total_charge": -1, "e_above_lowest_ev": 3.931, "e_lumo_ha": [0.150, 0.150], "e_homo_ev": [-3.40, -3.40]}



no.,calculated total energy (hartree)
1,-863.63778
2,-696.85561
3,-2698.25947
4,-400.94204
5,-455.09791